# 1
{"formula": "C4H10BrNO3S", "method": "the ωB97M-V functional and the def2-TZVPD basis", "species": ["C", "C", "C", "C", "N", "O", "O", "O", "S", "Br", "H", "H", "H", "H", "H", "H", "H", "H", "H", "H"], "coordinates": [[-1.116528, -1.440474, -0.686457], [-0.661326, -0.365921, 1.504865], [0.972351, -0.308372, -0.548646], [-0.403886, -0.248738, -0.022890], [-0.970600, 1.096063, -0.365791], [1.186434, 2.358151, -0.587128], [1.923055, 1.102831, 1.441714], [3.120943, 0.985623, -0.750559], [1.941801, 1.100608, 0.013932], [2.051889, -1.813847, -0.066844], [-1.747056, -1.250517, -1.588643], [-1.919505, -1.864093, -0.011599], [-0.418436, -2.170535, -0.807069], [0.004943, 0.239491, 1.995962], [-0.333102, -1.458338, 1.863415], [-1.797139, -0.331735, 1.762611], [1.086631, -0.184816, -1.565703], [-1.788825, 1.457406, 0.069390], [-1.234898, 0.998927, -1.346816], [0.103262, 2.098294, -0.303743]], "forces_ev_per_a": [[-4.316, 1.521, 0.841], [-0.991, -4.652, -0.393], [1.696, 1.483, 2.505], [-3.540, -0.750, 1.430], [0.575, -0.282, -2.103], [-1.291, -1.475, 1.464], [0.187, 0.254, 0.240], [1.741, 0.079, -0.149], [-0.501, 1.446, -0.891], [-0.169, -0.523, 0.167], [1.132, 0.205, 0.153], [0.960, 0.438, -0.371], [1.607, -2.236, -0.793], [0.837, 1.907, 1.614], [-0.713, 2.189, -0.871], [2.155, 0.434, -0.566], [-0.381, -0.109, -2.418], [-0.706, -0.560, 1.093], [0.147, 0.584, -0.049], [1.572, 0.046, -0.902]], "lowdin_charge": [-0.058, -0.041, -0.718, -0.630, 0.079, -0.254, -0.286, -0.302, 0.478, 0.862, 0.102, 0.103, -0.004, 0.017, 0.126, 0.124, 0.070, 0.111, 0.123, 0.097], "total_charge": 0, "homo_ev": -10.3, "multiplicity": 1, "molar_mass_g_mol": 232.10, "e_tot_ha": -3411.03472}

# 2
{"formula": "C4H10Cl2S", "method": "the ωB97M-V functional and the def2-TZVPD basis", "species": ["Cl", "C", "C", "Cl", "H", "H", "H", "H", "C", "C", "S", "H", "H", "H", "H", "H", "H"], "coordinates": [[0.342456, -3.050003, -1.776095], [-0.786126, -2.107238, -2.784242], [-2.203069, -2.538912, -2.486599], [-3.331647, -1.596145, -3.494758], [-0.632983, -1.033122, -2.564562], [-0.524246, -2.274130, -3.846798], [-2.356221, -3.613032, -2.706282], [-2.464946, -2.372025, -1.424049], [2.136814, 2.252582, 1.851201], [1.186702, 1.631752, 2.865556], [-0.565343, 1.750615, 2.389294], [2.005090, 1.781494, 0.862604], [3.182403, 2.110192, 2.172264], [1.942737, 3.334039, 1.754241], [1.368687, 0.543670, 2.957260], [1.320412, 2.081043, 3.868403], [-0.620721, 3.099221, 2.362563]], "forces_ev_per_a": [[0.031, -0.005, 0.007], [0.207, 0.618, -0.572], [-0.215, -0.605, 0.574], [-0.022, -0.001, -0.006], [-0.122, -0.648, -0.024], [-0.176, -0.007, 0.635], [0.120, 0.647, 0.028], [0.178, 0.009, -0.635], [0.100, 0.021, -0.163], [0.128, -0.226, 0.407], [0.061, 0.261, 0.017], [0.065, 0.240, 0.372], [-0.339, 0.095, -0.130], [0.121, -0.398, -0.012], [-0.067, 0.533, 0.008], [-0.062, -0.282, -0.508], [-0.009, -0.252, 0.000]], "lowdin_charge": [0.538, -0.692, -0.692, 0.540, 0.076, 0.076, 0.076, 0.077, -0.195, -0.652, 0.655, 0.069, 0.071, 0.067, 0.065, 0.067, -0.148], "total_charge": 0, "homo_ev": -9.1, "multiplicity": 1, "relative_energy_kj_mol": 5.8, "molar_mass_g_mol": 161.10, "e_tot_ha": -1476.96955, "smiles": "ClCCCl.CCS"}